Record 1
ORCA calculation (ωB97M-V/def2-TZVPD) on 6 unconnected molecules or ions with the total composition C66H146O6P4 in a non-equilibrium geometry.

```
222
Properties=species:S:1:pos:R:3:mulliken_charge:R:1
H -3.87 6.42 -0.29 0.3836
H 2.85 2.83 2.27 0.0134
H 4.41 3.66 0.06 0.4058
H -4.08 -2.49 10.08 0.2303
H 0.44 1.22 -6.42 0.7855
H 6.02 3.30 -2.96 0.3350
H -4.74 -4.08 10.31 0.3964
C 5.84 0.88 3.57 -1.3224
H 5.89 2.37 5.13 0.0312
H -2.16 -4.16 7.10 0.2251
H -1.95 -0.61 -3.05 0.0293
H -4.72 -0.57 8.56 0.2029
H 0.92 -2.91 -4.97 0.2504
H -0.60 -2.68 -5.84 0.3581
H 1.72 -5.44 -4.79 0.2948
H -5.59 0.91 -2.52 0.6947
H 5.53 -2.68 -0.97 0.3879
C -0.54 -0.80 -8.71 -0.9742
H -2.43 0.83 -12.07 0.3839
H 7.10 0.31 5.93 0.4068
H -4.40 -3.49 7.85 -0.0970
H -4.01 -2.41 -3.95 -0.0535
C -2.07 -0.76 -1.98 0.3747
H -5.14 -1.58 -5.06 0.4744
H -6.58 -1.09 -3.08 0.6311
H 2.77 0.76 -5.99 0.1890
H -1.46 -4.06 8.73 0.5865
H -0.88 4.32 4.44 0.3938
H -0.66 0.22 6.74 0.5410
H -1.66 -4.00 -2.49 0.6035
H 2.89 1.42 -3.73 0.3345
H -6.04 0.49 -0.37 0.4453
H 3.94 0.72 0.24 0.6492
C 0.77 0.21 -6.21 -0.5222
C 3.91 3.95 3.85 -1.0258
H 6.81 2.00 0.89 0.6661
H -8.30 -0.72 7.37 0.4069
H -7.01 -1.61 6.41 0.2514
H -0.04 -3.04 5.92 0.5214
H -5.28 1.63 0.52 0.4509
H -0.55 -4.93 -6.81 0.4082
H 7.07 2.55 3.81 0.3201
C -0.46 -1.41 -10.11 -0.5764
P 0.97 -0.97 -7.68 0.4584
C 2.56 0.93 -9.19 -0.3751
H 1.07 -6.53 -6.08 0.4057
H -1.21 -0.30 -1.48 0.1724
H 2.08 0.02 4.07 -0.0734
C -5.74 -3.56 -4.22 -1.4832
C -3.86 -3.55 9.93 -1.3011
H -4.79 -1.95 6.19 0.7722
H 3.43 -1.55 -0.49 0.1586
H 8.59 3.02 5.89 0.3297
H -2.58 -1.22 -10.53 0.3527
H 2.84 2.05 3.71 0.2842
O 0.51 0.96 2.45 1.6863
H -5.24 -4.08 -5.04 0.4101
C 2.76 -0.40 5.61 0.6998
H -1.66 -1.48 -11.91 0.3733
O 3.58 -0.98 6.29 -0.8082
C -7.28 -1.12 7.34 -1.0283
H -3.13 0.42 0.61 0.3014
C -4.27 -1.01 6.38 -0.1277
H -0.31 -3.19 -0.46 0.0829
H -2.48 3.60 4.41 0.4155
C 1.25 -2.66 -7.12 -1.2257
H 4.21 0.34 -11.23 0.3262
H -3.32 -2.40 -2.00 0.3154
C 2.26 5.57 2.55 -1.0734
H -2.03 0.65 7.63 0.8194
H -2.06 -1.49 4.07 0.3235
C 6.23 4.06 -0.99 -0.4803
C -2.90 2.00 -1.75 -0.4500
C 0.02 -3.23 -1.50 -1.3301
H 2.92 -1.22 -9.26 0.6897
H -4.03 3.76 -2.81 0.4011
C 5.35 3.17 -0.19 -0.5663
H -6.48 -1.03 1.46 0.3429
H 6.11 5.10 -2.91 0.4079
C 0.16 -3.44 3.93 -1.3783
P 4.80 1.65 2.25 0.4932
H 8.29 0.65 4.74 0.4108
H 0.68 1.88 -2.45 0.4764
C -5.32 0.55 0.45 -0.9496
H -2.27 -2.40 -0.57 0.0335
H 4.85 -1.38 2.15 0.4590
H -2.23 2.03 -0.89 0.1512
H 4.53 1.73 -8.57 0.3106
C -2.12 1.39 5.63 0.1476
H -6.65 0.76 8.30 0.4320
C -2.32 -2.19 -1.64 -0.4375
C 3.52 2.65 3.11 -0.1237
H -3.01 1.92 5.97 0.4803
H 3.05 5.59 1.80 0.2934
H -5.65 -0.39 3.76 0.4021
H -5.44 -1.76 -1.98 0.2983
H -4.85 2.80 -1.44 0.2493
H 7.73 2.24 7.30 0.3169
H 0.44 -1.08 -10.63 0.2614
C 5.96 2.64 1.16 -0.9881
H 1.15 -3.37 -7.93 0.7162
H 5.06 2.43 -0.92 0.2295
C 2.83 5.03 3.84 -0.6355
H -2.48 4.80 -1.20 0.4767
H -3.11 3.86 0.07 0.2028
H 1.55 4.89 2.10 0.0915
C 0.28 1.28 1.18 -0.1981
H 2.06 0.94 -10.16 0.3122
H -5.12 5.26 0.28 0.3445
H -4.50 0.34 -3.78 0.6295
C -4.89 -0.18 7.56 -0.4689
C -3.95 3.22 -1.87 -0.5801
H 4.16 -3.84 -0.81 0.4318
C -1.61 0.54 -11.42 -1.1668
C -1.00 2.34 5.38 0.0674
H -0.56 -2.30 2.17 -0.1067
C -1.42 3.38 4.34 -1.3342
H -1.25 -1.36 -8.12 0.6130
H -0.69 0.83 -11.93 0.2851
C 2.02 0.31 -5.34 -0.5275
H 1.00 -1.86 2.70 -0.2464
H -5.10 5.68 -1.37 0.3139
H 5.34 -3.72 0.47 0.3265
C 1.28 -5.51 -5.78 -1.1737
C 0.72 1.15 -3.26 -0.6525
H -4.37 -0.57 5.39 -0.3416
H -4.33 0.75 7.63 0.2911
H -5.65 -4.16 -3.32 0.3277
H -6.77 0.60 1.95 0.4721
H -0.01 -0.24 -5.60 -0.0294
H 4.62 4.37 -2.36 0.2730
C 7.60 1.14 5.43 -0.6628
H 1.89 6.60 2.57 0.3954
C -5.06 -2.17 -4.15 -0.0388
C -1.65 -0.89 -11.00 -0.6524
H -2.34 0.92 4.67 -0.3918
C 6.59 1.84 4.49 -0.2063
H 5.70 -0.88 0.74 0.4527
C -1.73 0.39 6.61 -1.4646
C 2.49 -0.49 -8.57 -1.4470
H 1.73 2.33 -4.70 0.4069
H 7.18 3.56 -1.14 0.3389
C 0.37 -2.73 2.56 -0.0480
H -4.30 0.44 2.91 0.1516
C 3.96 0.33 1.26 0.3871
C 5.70 4.21 -2.44 -1.2971
C 0.35 -3.21 -5.86 -0.3393
H 5.25 0.14 4.11 0.4743
C 4.69 -1.05 1.12 -1.1009
C -6.40 0.13 7.44 -0.8379
H -6.73 -3.60 -4.68 0.3980
H 3.26 -0.55 -7.79 0.8277
H 2.26 -2.84 -6.75 0.8156
H 2.93 0.19 1.59 -0.7193
H 5.78 1.01 -10.62 0.3841
H -0.27 1.07 -3.70 0.1153
C 3.93 1.50 -9.44 -0.6859
H -0.76 0.27 -8.62 0.5327
O -0.88 0.99 0.81 -1.0036
H 0.91 0.21 -2.75 0.0910
H 0.77 -2.46 -1.69 0.2827
C -3.67 -4.01 8.47 -0.0073
H -0.38 -2.49 -10.19 0.4445
H 4.91 4.32 3.61 0.6166
C -5.06 -0.34 2.85 -0.5893
H 5.05 -0.37 -9.96 0.2946
H -1.69 1.25 -10.60 0.2876
H 6.26 5.04 -0.52 0.3788
H -2.34 -2.96 4.83 0.8280
H -2.31 1.99 -2.66 0.3408
H -6.66 0.73 6.56 0.3488
C -1.84 -2.15 7.96 -1.2479
H 3.83 2.49 -9.88 0.4349
C 1.91 1.38 -4.20 -1.0395
H -1.24 3.00 3.34 0.0317
H -4.06 -4.99 8.20 0.4686
H -0.58 -4.24 3.93 0.4537
H 1.11 -3.88 4.23 0.4820
P -3.48 0.38 -1.63 0.4244
O 1.07 1.87 0.48 -0.6654
P -2.40 -1.25 6.49 0.2653
H 0.94 -3.34 1.85 0.5018
C -4.43 5.51 -0.53 -1.3255
H -0.03 1.92 5.11 -0.2860
C -5.97 -0.10 1.71 -1.1889
C -2.22 -3.65 8.07 -0.8237
C 4.80 0.62 -10.36 -1.2325
H 2.03 4.66 4.47 0.2805
C -0.33 -2.48 5.02 -0.0697
C -1.76 -2.04 4.96 -0.5975
H 9.27 1.68 6.79 0.4015
O 1.97 0.43 6.04 -0.6941
H -0.26 0.40 2.29 -0.5244
H -3.84 -1.08 0.17 0.5490
H 1.99 -5.17 -6.54 0.3054
C -1.24 -3.00 -2.36 -0.1693
H -0.78 -1.95 7.87 0.7483
C 8.33 2.09 6.40 -1.2959
H -0.75 2.93 6.26 0.4235
C 0.00 -4.70 -5.90 -0.9563
C 4.82 -3.14 -0.29 -1.5993
H -7.08 -1.77 8.19 0.2508
H 2.43 -0.68 -5.14 0.4603
H -4.53 -1.27 2.67 0.3126
H 0.42 -4.19 -1.81 0.5078
H 3.35 5.85 4.34 0.4290
H -2.92 -3.77 10.43 0.3937
H 6.52 0.26 2.98 0.7973
C -3.41 4.34 -0.87 -0.5019
H -0.93 -2.63 -3.34 -0.4755
H 3.14 -2.55 0.85 -0.2137
H -0.75 -5.01 -5.17 0.3567
C 3.95 -2.08 0.30 0.5418
C -3.94 -0.01 0.02 -0.2611
H -2.16 -1.53 8.80 0.6939
C -4.91 0.11 -2.80 -0.8698
H 4.10 3.69 4.89 0.3344
H 0.28 -1.58 4.95 -0.2552
H 6.44 3.41 1.76 0.6261
H 2.10 1.64 -8.50 0.1953
O 2.77 -0.61 4.30 -0.3512
C -5.51 -1.28 -2.96 -1.1072
```

Results
Multiplicity: 1
LUMO energy, eV: -3.8
Energy relative to the best compared isomer or geometry (same formula, charge and spin), kcal per mole: 121.09
Gap between HOMO and LUMO, Ha: 0.220
Charge: +2

Record 2
ORCA calculation (ωB97M-V/def2-TZVPD) on a molecular structure, C20H23N2Re in a non-equilibrium geometry.

```
46
Properties=species:S:1:pos:R:3:lowdin_spin:R:1
H 0.67 1.99 -2.54 0.0092
H 2.32 -3.63 0.11 0.0218
C 1.57 -0.01 1.95 0.1720
N -2.06 0.19 1.58 0.0432
H 0.24 3.03 1.57 0.0038
C -3.87 1.90 2.76 0.0006
C 1.36 -1.98 -0.85 0.4781
H 1.36 -2.62 1.21 0.0096
C 0.64 0.94 2.35 -0.0044
C -3.30 -0.29 1.91 0.0039
H 1.90 -1.36 -2.86 0.0001
C -2.03 1.48 1.44 0.0100
H 3.22 -2.13 -1.92 0.0157
H 0.93 -3.76 -1.92 0.0241
Re 0.24 0.40 -0.36 1.7279
H -2.10 -1.43 -1.90 0.0028
C 2.20 0.44 0.73 0.0019
H -0.26 -3.37 -0.63 0.0021
C -4.76 2.83 3.43 0.0001
C -2.71 2.39 2.19 0.0013
H -2.33 3.41 2.23 0.0002
C 2.36 -1.45 -1.87 0.0566
N -5.44 3.60 3.99 0.0001
H 1.76 -0.96 2.48 0.0099
H -1.23 1.94 0.89 0.0051
C -4.24 0.56 2.53 0.0023
H 2.73 -0.46 -1.59 0.0121
C -1.23 1.77 -1.30 0.0368
H -1.45 2.81 -1.06 0.0042
H 2.06 2.44 -0.35 0.0068
H -5.21 0.13 2.80 0.0003
C 0.66 2.03 1.40 0.1215
C -2.18 0.67 -1.21 -0.0032
C -0.15 1.36 -2.15 0.0145
C 2.03 -2.59 0.35 0.0667
C 1.64 1.74 0.37 0.0110
H -3.51 -1.31 1.64 0.0000
C -0.34 -0.05 -2.39 0.0328
H 2.93 -2.05 0.63 0.0002
H 0.21 -0.63 -3.13 0.0048
H -0.02 0.83 3.23 -0.0017
H -0.30 -2.52 -2.17 0.0044
C -1.63 -0.43 -1.84 0.0240
C 0.37 -2.95 -1.42 0.0656
H -3.20 0.69 -0.78 -0.0002
H 3.13 0.05 0.31 0.0011
```

Results
Multiplicity: 4
LUMO energy (spin up / spin down), eV: -3.5 / -5.3
⟨S²⟩: 3.798
Gap between HOMO and LUMO (spin up / spin down), Ha: 0.225 / 0.233
Charge: +1

Record 3
ORCA calculation (ωB97M-V/def2-TZVPD) on a molecular structure, C16H26AlN2O in a non-equilibrium geometry.

```
46
Properties=species:S:1:pos:R:3:mulliken_charge:R:1
H -2.30 3.35 5.52 0.3864
H -0.74 -3.79 0.55 0.3501
C -1.41 1.95 4.13 -0.6968
H -0.45 -1.35 -0.41 0.7154
C -0.49 1.78 3.08 0.6173
C -1.35 -0.97 -3.73 -0.4384
N -0.89 4.27 4.28 -0.0003
H 0.53 0.32 -5.70 -0.2205
H -2.41 -0.50 -3.42 0.1771
C 0.17 -0.62 3.31 -0.6617
O -1.35 -2.44 -3.62 -0.3954
H -1.99 1.11 4.50 0.4872
C -0.46 0.18 1.14 -0.5752
C 1.17 -2.97 -3.99 -0.0984
C -0.28 -1.11 0.64 -0.6738
H 0.61 -4.16 1.68 0.2759
N 0.11 -2.12 1.46 0.0192
C -0.25 0.45 2.50 0.7380
Al 1.91 -0.10 -4.98 0.0785
C -1.06 5.58 4.93 -0.8686
H -1.20 -0.70 -4.86 0.2740
H 0.97 -3.44 0.08 0.3715
H -0.65 -4.20 -4.59 0.2245
H 1.59 -4.08 -3.92 0.3145
C -0.02 4.15 3.25 -0.3314
H 0.67 -2.73 3.38 0.3802
C -1.60 3.20 4.71 -0.0811
C 0.20 2.92 2.64 -0.5598
H -0.79 0.97 0.46 0.5068
H -0.11 5.85 5.39 0.3719
H 3.06 0.52 -5.93 -0.2734
H -1.35 6.31 4.17 0.3729
H 1.10 -2.58 -2.88 -0.1388
H -0.48 -0.57 -3.04 0.0345
H 0.37 -0.47 4.37 0.5029
H 0.52 5.05 2.95 0.4822
C 2.22 -2.12 -4.93 -0.7774
H 2.22 -2.62 -6.01 0.2803
C 0.35 -1.89 2.77 -0.1724
H -1.84 5.52 5.70 0.2760
C 0.25 -3.48 0.90 -0.7762
C -0.36 -3.05 -4.57 -0.3942
H 2.06 0.64 -3.58 -0.2090
H 3.32 -2.29 -4.51 0.2369
H -0.50 -2.67 -5.67 0.3439
H 0.93 2.85 1.83 0.5248
```

Results
Multiplicity: 1
LUMO energy, eV: -6.1
Gap between HOMO and LUMO, Ha: 0.071
Charge: +1

Record 4
ORCA calculation (ωB97M-V/def2-TZVPD) on C6H14O3 in the gas phase.

```
23
Properties=species:S:1:pos:R:3:mulliken_charge:R:1
C 0.03 -0.07 -0.45 0.6822
H 0.11 -1.92 -1.56 0.3945
H 0.70 -0.44 -3.22 0.3179
O -0.62 -1.34 2.24 -0.5020
H 0.35 1.89 -1.28 0.3571
H 1.75 0.84 -1.38 0.3134
H 1.59 -1.55 -0.66 0.3301
H 1.33 0.04 1.29 0.4730
H -0.79 0.48 -3.03 0.3361
C 0.67 0.87 -1.48 -0.5530
H -2.20 1.21 1.99 0.3340
H 0.67 1.28 -3.60 0.3956
H 0.40 1.52 0.98 0.2176
H -1.06 -0.03 -0.57 0.2880
O -1.98 0.35 1.62 -0.5421
C -0.69 0.02 2.01 0.5023
H -1.45 -1.63 2.63 0.3064
H 0.15 -2.12 0.19 0.4045
C 0.50 -1.51 -0.63 -1.6009
H 0.35 0.43 3.62 0.3343
C 0.29 0.52 -2.92 -1.3468
C 0.36 0.43 0.97 -0.8589
O -0.47 0.73 3.22 -0.5835
```

Results
Multiplicity: 1
LUMO energy, eV: 0.7
Energy relative to the best compared isomer or geometry (same formula, charge and spin), kcal per mole: 0.00
Gap between HOMO and LUMO, Ha: 0.414
Charge: 0